(1)
This record from the Open Molecules 2025 dataset describes an isolated molecule of C13H13NO4. The level of theory is ωB97M-V/def2-TZVPD.

Computed properties:
Molecular weight (g/mol): 247.25
E (a.u.): -858.81943
F_max (eV/A): 4.95
LUMO level (hartree): 0.00494
SMILES: CO[C@]1(CNC(=O)c2ccccc2)C=CC(=O)O1
ΔE to the lowest compared entry with this formula, charge and spin (kcal/mol): 87.7
Frontier orbital gap (eV): 9.707

Geometry (Å):
O 4.59 2.81 -2.43
O -2.10 0.25 -1.68
O 2.48 2.36 -1.36
O 1.92 1.28 0.66
C 3.75 2.10 -1.86
C -1.54 -0.37 -0.79
C 4.10 0.72 -1.73
C 3.04 0.18 -1.08
C -3.43 -2.80 2.15
C -4.08 -1.64 1.74
C -2.21 -3.14 1.61
C -3.39 -0.73 0.88
C -1.59 -2.26 0.74
C -2.14 -1.08 0.29
N -0.23 -0.04 -0.62
C 1.27 2.47 1.15
C 2.01 1.17 -0.79
C 0.62 0.72 -1.49
H 4.89 0.16 -2.11
H 3.02 -0.80 -0.72
H -4.07 -3.45 2.74
H -5.15 -1.46 2.04
H -1.91 -4.18 1.76
H -3.71 0.28 0.68
H -0.58 -2.50 0.41
H 0.21 -0.16 0.34
H 1.80 3.03 1.81
H 1.15 3.23 0.40
H 0.28 2.17 1.47
H 0.80 0.07 -2.40
H 0.17 1.62 -1.79

(2)
This record from the Open Molecules 2025 dataset describes C6H7AsMoO13P2S as an isolated structure. The level of theory is ωB97M-V/def2-TZVPD.

Computed properties:
Molecular weight (g/mol): 551.99
E (a.u.): -4596.10450
F_max (eV/A): 3.05
LUMO level (alpha / beta) (hartree): -0.10244 / -0.07860
ΔE to the lowest compared entry with this formula, charge and spin (kcal/mol): 0.0
Frontier orbital gap (alpha / beta) (eV): 7.352 / 8.347
Multiplicity: 3

Geometry (Å):
Mo -1.21 -0.70 -0.94
O 3.40 -1.38 -1.32
As 2.06 -1.96 -0.42
O 2.03 -3.49 0.08
O 0.70 -1.27 -1.20
C 2.17 -0.79 1.16
C 3.46 -0.31 1.39
C 3.67 0.48 2.50
C 2.63 0.78 3.38
C 1.35 0.32 3.15
C 1.14 -0.51 2.07
S -0.59 -0.69 1.68
O -0.60 0.41 0.59
O -1.45 -0.27 2.72
O -0.83 -1.98 1.00
H 4.02 -2.15 -1.35
H 4.26 -0.56 0.72
H 4.68 0.87 2.68
H 2.81 1.40 4.22
H 0.52 0.59 3.79
O -4.99 -0.28 -2.54
P -4.31 0.41 -1.25
O -5.20 0.91 -0.24
O -3.16 -0.63 -0.82
O -3.39 1.60 -1.83
P -1.95 1.74 -2.58
O -2.35 1.93 -4.12
O -1.12 2.77 -1.97
O -1.45 0.22 -2.65
H -4.64 0.05 -3.37
H -1.68 2.49 -4.55